Computed, not measured: a 2-piece molecular cluster, C35H56N2O5S overall, with ωB97M-V/def2-TZVPD.

Atoms and positions in Å:
S -1.39412 -7.63443 2.50800
O 0.15928 -4.06891 -1.77019
O 1.64636 -5.72632 2.46425
O -8.54930 0.74668 -10.70274
O -3.13129 -1.03354 -4.61868
O -3.73015 0.43465 -6.19596
N -7.12713 0.39684 -9.00038
N 2.79005 4.82733 7.58532
C 3.92378 3.17668 1.29870
C 3.38625 -0.62979 -1.90427
C -0.82417 -4.32690 2.92947
C 2.00761 -3.69865 -0.34002
C -0.40738 -3.68598 0.49623
C -2.41352 -2.10908 -2.09405
C -9.07557 1.84197 -8.64387
C 2.39644 -1.79388 -2.00876
C -2.35363 -6.19195 1.94838
C -8.24057 0.95459 -9.54133
C 1.37807 -4.80764 1.72952
C -0.01401 -4.22414 1.66184
C -3.47034 0.21902 -5.05028
C 2.91834 -3.10386 -1.36979
C 2.39651 -4.18962 0.83778
C 3.24194 4.73743 3.99076
C 1.45155 3.61683 8.88191
C 3.87134 4.35396 5.34894
C 3.75756 -0.27437 -0.45705
C -1.74131 -3.02081 0.27557
C 4.28387 5.14470 2.93245
C 1.76832 4.81382 9.56106
C -3.54900 1.24816 -3.95180
C -2.22618 -4.94468 2.81635
C -6.60850 0.53384 -7.65045
C 4.26015 1.16517 -0.30378
C 4.90607 3.96088 2.18523
C 0.54412 -3.82260 -0.65118
C 2.59012 5.53642 8.73440
C 3.60280 5.34677 6.48568
C 2.09390 3.65364 7.66817
C -1.44014 -2.21760 -3.28297
C -1.72267 -1.25118 -4.43767
C 4.25043 1.67340 1.15089
C -1.77047 -1.83499 -0.71440
H -0.23545 -4.93733 3.61877
H -2.97093 -3.04647 -2.01774
H 3.52132 1.08989 1.71988
H 4.55464 -0.94330 -0.11849
H -7.25621 1.18075 -7.06701
H -1.38059 -3.23892 -3.65786
H -0.90154 -3.33915 3.39878
H 3.89134 -2.92236 -0.90852
H 5.40366 3.29970 2.90307
H 1.42934 5.10103 10.54376
H 3.86332 5.86176 2.22281
H 2.88358 -0.42921 0.18579
H 2.65666 3.89556 3.61267
H 0.83157 2.80014 9.21604
H 3.07774 -3.83879 -2.16502
H -2.50169 -3.75536 -0.00787
H 3.43363 -4.17614 1.15323
H -2.07722 -5.98457 0.91338
H -0.76067 -1.43270 -0.84760
H -6.56021 -0.43984 -7.16027
H 2.08386 2.91959 6.88206
H 3.92162 3.64095 0.30812
H -5.60837 0.95980 -7.66285
H -3.14996 -1.33403 -2.30128
H 3.52174 3.36296 5.62798
H -2.59124 -5.18497 3.81962
H 5.69317 4.35625 1.53440
H -2.03912 -2.63917 1.25588
H 2.16331 -1.96569 -3.06153
H 3.64939 1.83720 -0.91540
H 2.54128 5.56564 4.12112
H 3.10951 6.24145 6.09853
H -9.44588 1.28770 -7.78069
H -2.92776 -4.21148 2.40935
H 4.55170 5.67031 6.91961
H -0.43053 -1.98409 -2.93241
H 4.28733 -0.85271 -2.48529
H -0.99108 -7.12366 3.67484
H -2.34246 -1.03821 -0.23235
H 2.93029 0.25138 -2.36913
H -8.49520 2.69318 -8.28611
H 4.95170 4.25977 5.21378
H -6.61368 -0.18214 -9.64596
H -2.56104 1.37988 -3.50324
H -4.23417 0.91067 -3.17453
H -1.33350 -1.66304 -5.37255
H 3.04903 6.49833 8.90014
H -1.20533 -0.29999 -4.27239
H -3.40400 -6.49012 1.95144
H 5.09213 5.66385 3.46011
H -3.87152 2.19590 -4.37583
H -9.91932 2.20459 -9.22232
H 2.90633 3.28900 1.68112
H 5.28398 1.22403 -0.68659
H 1.46524 -1.47384 -1.52906
H 5.22489 1.49415 1.61232

Summary:
structure (SMILES) = CC(=O)OCCCCCC1=C(CCCS)C(=O)C=C(CCCCCCCCCCCCn2cccc2)C1=O.CNC(C)=O
HOMO level = -8.3 eV
DFT total energy = -61255.16897 eV
2S+1 = 1
F_max = 0.4 eV/Å

=====

Computed, not measured: C35H57As3ClIrN6O2S2 as an isolated structure at a distorted geometry, with ωB97M-V/def2-TZVPD.

Atoms and positions in Å:
Ir -0.06400 -1.39842 -1.53059
As -0.72340 -1.38133 -4.09720
As -4.12457 2.58458 -5.44019
As -0.56403 1.23591 -1.49284
Cl -1.57064 4.54045 9.78603
S -1.67000 -5.68027 -2.22230
S -2.07561 -2.84946 -1.12716
O 2.74429 0.08602 3.62000
O 2.14504 -1.36952 -0.84490
N -1.23097 -0.50278 2.69534
N 4.34888 -1.81733 -0.70108
N 0.05332 -3.76866 -2.37040
N 3.42300 -1.12377 -2.70077
N -0.14035 -1.14015 0.84547
N 0.08477 -0.69058 2.95318
C 3.25899 -1.43621 -1.39479
C -1.13881 -4.05065 -1.91889
C 1.35405 2.22201 2.59188
C 0.71969 -1.07478 1.84149
C 0.11201 1.74085 -4.80331
C 1.34651 0.02431 7.15546
C 0.63940 -4.85543 -3.00542
C -1.54796 2.17970 -0.09440
C 2.25038 0.31193 5.93206
C -4.65575 1.04983 -6.51588
C -0.78693 1.12686 7.94031
C -2.14116 2.54239 -5.36467
C 2.22283 3.01624 4.75489
C 1.27188 1.99801 4.11352
C 0.60303 -0.53759 4.30593
C 1.31860 2.25094 8.34322
C 2.30974 -6.03222 -4.24752
C -4.94226 2.14601 -3.72258
C -0.16054 -6.00576 -3.02741
C 1.69008 0.52498 4.49657
C -1.97215 -2.75088 -4.68644
C 1.07368 2.29660 -1.43919
C 0.65875 3.29031 8.95046
C 1.88671 -4.87150 -3.62779
C -1.46488 2.15479 8.55059
C 0.61215 1.16001 7.80113
C 0.53640 -1.54512 -5.58598
C 0.26665 -7.17565 -3.64569
C -1.36963 1.58977 -4.41989
C -1.32464 -0.78872 1.42011
C -0.74041 3.24826 9.04466
C 1.50816 -7.17760 -4.25535
C -1.57803 2.06108 -2.97326
C -1.84587 0.14448 -4.65446
C -0.15667 2.33801 4.55404
H -2.32437 -2.48664 -5.68310
H 4.30479 -1.19675 -3.17496
H -1.84063 3.57426 -5.17382
H 2.01159 4.00646 4.34578
H -4.68771 2.88385 -2.96507
H 2.02865 -0.37224 7.91567
H -0.25740 -0.33088 4.93448
H 1.03309 3.24529 2.37662
H -0.28836 2.22358 5.63100
H -1.34504 0.27730 7.56310
H 0.82872 3.35376 -1.34585
H -2.62062 1.92724 -2.68173
H -1.55637 3.24311 -0.33120
H 0.28457 1.46780 -5.84602
H -4.65347 1.14383 -3.40039
H 5.25141 -1.94946 -1.12051
H 2.08772 3.07720 5.83518
H -1.47115 -3.71657 -4.73748
H 0.03687 -1.29771 -6.52200
H 1.41179 -0.91069 -5.46519
H 1.20347 4.13002 9.36298
H 2.40192 2.27088 8.29048
H 0.72019 1.08666 -4.17387
H -4.08557 1.02322 -7.44259
H -1.36126 3.13123 -2.91258
H 3.27548 -6.05783 -4.73615
H 1.63799 1.97597 -0.56388
H -6.02082 2.16903 -3.87722
H 2.36944 2.10465 2.21391
H 1.03737 -1.49246 4.60311
H -2.80139 -0.02540 -4.15000
H -0.35862 -8.05994 -3.65394
H 2.93229 1.13126 6.16696
H -1.87860 2.32894 -6.40445
H -2.26107 -0.76843 0.88624
H 2.87036 -0.57895 5.83044
H -5.71187 1.15183 -6.76194
H 0.45299 2.76814 -4.65737
H 2.59489 -0.93966 -3.23699
H -4.50883 0.12731 -5.95230
H 2.51076 -3.98415 -3.60661
H -2.54198 2.12701 8.65460
H -2.81109 -2.82012 -3.99915
H -0.90887 1.72981 4.04976
H 1.77558 -1.28192 1.79519
H 1.86542 -8.07626 -4.74087
H -2.00948 -0.01072 -5.72371
H -1.07571 2.03296 0.87485
H 0.64422 -0.78093 6.93621
H 0.70869 1.54206 2.03750
H 4.21912 -2.09535 0.25378
H -2.57232 1.81445 -0.03773
H 3.27514 2.80026 4.54158
H 1.68535 2.14194 -2.32501
H 0.85373 -2.58757 -5.61772
H 3.54682 0.58355 3.82046
H -0.35758 3.38580 4.31548

Summary:
total charge = +2
HOMO level (alpha / beta) = -10.4 / -11.0 eV
DFT total energy = -269788.59988 eV
2S+1 = 5
F_max = 2.0 eV/Å

=====

Computed, not measured: C35H58BN8O2Y as an isolated structure at a distorted geometry, with ωB97M-V/def2-TZVPD.

Atoms and positions in Å:
Y -7.08840 10.50990 12.41298
O -5.03193 11.17376 13.54751
O -8.62448 8.88525 11.98461
N -5.52789 9.37062 10.94244
N -8.43389 11.74264 14.78427
N -7.10835 14.05354 14.34411
N -8.87498 12.95346 12.52108
N -8.49459 12.09285 11.47289
N -5.71956 13.79737 14.15547
N -10.70255 7.89404 12.24351
N -7.89770 10.48663 14.51981
C -5.11368 7.48340 9.51544
C -6.03383 15.81845 15.07996
C -3.22329 16.40902 15.02565
C -7.60544 8.31188 15.70415
C -9.12152 11.71821 15.94171
C -9.19647 11.70109 9.08636
C -9.41166 7.89549 11.92228
C -9.85007 12.90858 16.56967
C -3.66872 10.74378 13.23798
C -8.72078 7.27908 15.42470
C -5.09421 14.89131 14.57984
C -6.41194 8.15290 14.74099
C -11.39268 9.14520 12.69134
C -4.53997 10.06378 10.31671
C -8.18271 9.70320 15.56291
C -8.63095 15.97575 15.17932
C -9.33608 12.34591 10.45333
C -2.92187 13.91664 15.30230
C -7.13483 8.19201 17.17321
C -3.23409 14.95400 12.94104
C -10.70587 14.71250 13.03850
C -9.96564 13.68380 12.17248
C -10.44851 10.84020 8.83290
C -7.30667 15.28559 14.88335
C -4.18259 11.45829 10.81210
C -3.58583 15.03071 14.44450
C -9.13932 12.87684 8.06321
C -8.98579 10.42550 16.46292
C -10.26650 13.33184 10.84362
C -3.12713 11.38615 11.95786
C -3.81843 9.51135 9.25979
C -5.80663 8.10137 10.55322
C -7.90656 10.86495 9.01303
C -4.12049 8.21249 8.83245
C -11.54393 6.66459 12.15004
B -7.99031 12.94587 13.82429
H -2.71842 12.36713 12.18385
H -7.12023 12.25350 13.28407
H -3.57944 7.76749 8.00591
H -9.02088 6.92465 11.57047
H -10.50925 10.01474 9.54201
H -2.16266 14.80904 12.78533
H -9.01551 12.50510 7.04541
H -3.51622 16.48944 16.06798
H -11.90897 6.37562 13.14221
H -11.05790 13.73060 10.22684
H -5.80289 16.80447 15.47748
H -9.05578 7.30088 14.38158
H -10.56083 13.36497 15.88591
H -9.43391 15.28668 15.39129
H -5.10436 12.16212 13.78588
H -10.19588 15.67130 13.02424
H -10.44401 10.44387 7.82451
H -3.01519 10.08285 8.81310
H -6.74054 8.30696 13.70008
H -3.79422 12.03074 9.96839
H -12.03612 8.91305 13.54121
H -2.31921 10.74844 11.61047
H -6.44216 9.00005 17.42622
H -10.42136 12.55984 17.43237
H -6.57822 7.56148 11.09248
H -9.14454 13.66846 16.92066
H -7.99004 8.24559 17.84079
H -2.14463 16.57724 14.97086
H -10.06645 13.44210 8.10668
H -3.21353 12.92672 14.95429
H -3.69878 17.22237 14.46944
H -5.34599 6.45727 9.24744
H -12.38549 6.84516 11.48474
H -8.32268 6.28808 15.64118
H -10.81814 14.37410 14.06256
H -8.90746 16.64658 14.35879
H -11.70028 14.85050 12.60856
H -3.22721 14.02783 16.34368
H -12.00831 9.53884 11.88798
H -3.75628 9.66257 13.10352
H -5.09261 11.97490 11.17299
H -2.98749 10.92182 14.07066
H -9.57924 7.45950 16.07776
H -3.78115 14.13422 12.47499
H -10.94658 5.85825 11.74730
H -6.62743 7.24139 17.32945
H -3.52554 15.88043 12.44605
H -8.49890 16.60158 16.05225
H -8.33115 13.56327 8.29715
H -7.80776 10.42546 8.02102
H -7.98034 10.04340 9.73495
H -10.64709 9.87437 12.98760
H -11.34955 11.44645 8.93816
H -6.01392 7.13415 14.80078
H -1.84333 13.99920 15.25574
H -7.02796 11.48100 9.20791
H -9.44874 9.98578 17.34945
H -5.60198 8.84552 14.96507

Summary:
total charge = +2
HOMO level = -13.3 eV
DFT total energy = -54965.88171 eV
2S+1 = 1
F_max = 3.4 eV/Å

=====

Computed, not measured: C35H58N3OP2V as an isolated structure at a distorted geometry, with ωB97M-V/def2-TZVPD.

Atoms and positions in Å:
V 0.22685 1.02898 -0.38546
P -0.18673 -3.82776 -0.48986
P -0.57715 3.23367 -0.29200
O -1.58291 0.26411 1.91809
N -1.28657 0.88145 -1.82626
N 1.69416 0.54264 1.26925
N 1.29821 0.23169 -1.66008
C 1.22860 -4.43669 1.91743
C -3.12381 3.11129 0.87046
C 3.85129 0.21007 3.07639
C -1.24962 3.92588 2.32921
C 2.35653 -4.47511 -1.25254
C 1.03257 4.18565 -0.57281
C 2.72976 0.96930 3.41278
C -0.48063 -2.64419 1.89700
C 0.77989 5.69897 -0.56602
C -2.74114 -0.67072 -2.94162
C -1.26344 -5.04330 1.62071
C 3.80485 -0.48013 1.86273
C 1.75164 -1.47801 -4.98415
C -2.10360 1.90004 -2.13756
C 1.66613 1.08655 2.51642
C 1.65860 0.97650 -4.64950
C -1.60682 3.30089 -1.82175
C -1.44685 -0.33409 -2.48627
C -3.33945 1.65153 -2.72326
C -3.69174 0.33179 -3.03522
C 2.72576 -0.29869 0.99072
C -0.13727 -4.03020 1.33947
C 5.09009 0.14889 3.93143
C 3.39739 -0.33795 -3.47586
C 0.79892 -6.45059 -0.81577
C 0.92032 -5.01373 -1.35617
C 0.95880 -0.42315 -2.73885
C -0.27203 -1.00523 -2.89486
C 1.94612 -0.36343 -3.95745
C 1.64506 3.77140 -1.91877
C -0.92090 0.54258 0.97579
C -1.83866 3.96203 0.91401
C 2.03761 3.83540 0.53612
C 0.42389 -4.98075 -2.82162
C -2.21358 5.40868 0.54140
H 1.63559 4.01360 1.54126
H 1.87035 1.81658 -3.97104
H -1.95520 4.43228 3.00503
H -1.03735 -6.04026 1.21604
H -1.43503 6.12654 0.81703
H 2.35600 2.78699 0.48637
H -0.29038 4.45654 2.39704
H 0.76448 -5.88013 -3.35037
H 5.92201 0.70187 3.46968
H 2.92989 4.46762 0.41240
H -3.11557 5.67527 1.11033
H -2.94052 -1.69120 -3.26591
H -4.69578 0.09913 -3.36775
H 0.51250 6.06678 0.43317
H -2.96688 2.09660 1.24436
H 0.70669 -1.57045 -5.29860
H 3.74076 -1.32134 -3.12658
H -0.99879 3.69985 -2.65030
H -3.55529 3.05316 -0.13345
H 2.77014 -4.55485 -0.23923
H 0.60741 1.04903 -4.96646
H 2.10387 -2.44536 -4.60186
H -1.43870 -2.27719 1.51505
H 2.57496 4.34107 -2.06554
H 4.92049 0.57871 4.92440
H -0.53944 -2.69357 2.99370
H -2.20121 -4.69148 1.16611
H 0.30379 -1.91972 1.63658
H -0.22921 -6.82393 -0.92949
H 0.98806 3.99549 -2.76768
H 1.96789 -3.63187 1.77601
H 0.80251 -4.10012 -3.35682
H 1.46505 -7.09365 -1.41005
H 2.34320 -1.24433 -5.88205
H 1.09224 -6.55734 0.23448
H -2.45210 5.53680 -0.52093
H 2.68562 -0.81610 0.03221
H 0.77411 1.65153 2.79414
H 4.61624 -1.14578 1.56467
H 1.63121 -5.36950 1.50353
H 1.09839 -4.58006 3.00112
H 2.67489 1.49090 4.37355
H 4.04094 -0.05370 -4.31463
H 2.99573 -5.05437 -1.93292
H 1.90496 2.70170 -1.94874
H -1.42228 -5.13813 2.70295
H -2.46613 3.97693 -1.74112
H -4.01066 2.48770 -2.88589
H -0.39190 -1.90053 -3.50515
H 1.71494 6.20304 -0.85386
H -3.86930 3.59733 1.51429
H 2.30806 1.08166 -5.52793
H 0.00828 5.99779 -1.28824
H 3.52486 0.39853 -2.67224
H 2.40367 -3.41725 -1.55204
H 5.43652 -0.88504 4.05853
H -1.11534 2.89826 2.69185
H -0.67702 -4.94968 -2.85072

Summary:
total charge = +3
HOMO level (alpha / beta) = -15.8 / -15.6 eV
DFT total energy = -87991.48120 eV
2S+1 = 2
F_max = 9.2 eV/Å

=====

Look up the F_max of the first one.
0.4 eV/Å

=====

Which value of F_max does entry 3 give?
3.4 eV/Å

=====

What is the formula in the second record?
C35H57As3ClIrN6O2S2

=====

Which formula does entry 1 have?
C35H56N2O5S